(1)
The following is a DFT calculation (ωB97M-V with the def2-TZVPD basis set) of 4 unconnected molecules or ions with the total composition C2H11NO4 in a non-equilibrium geometry.

The geometry in XYZ format:
```
18
Properties=species:S:1:pos:R:3:forces:R:3:lowdin_charge:R:1
O -3.5600 -0.8972 0.2759 0.101 -0.225 -1.922 -0.036
O -0.1246 0.8513 -1.4044 0.775 -1.276 0.565 0.032
O 1.0528 0.5966 2.6999 0.458 2.231 -0.129 -0.070
O -1.5782 1.5967 1.3085 1.140 -1.348 0.405 -0.041
N 1.9622 0.3314 -0.4747 -1.828 0.724 0.152 0.128
C 1.2461 -1.1731 -2.2846 -3.396 2.339 0.282 -0.003
C 0.8416 0.1136 -1.3103 2.811 -0.708 -0.878 -0.471
H 1.9471 0.8796 0.3799 -0.699 0.178 -0.327 0.080
H -2.9510 -1.5770 -0.0331 -0.050 0.149 -0.346 0.036
H -3.5195 -1.0240 1.1928 -0.080 0.089 2.211 -0.003
H 2.8013 -0.1933 -0.5161 0.201 -0.874 -0.514 0.072
H 0.4698 -1.2007 -3.1138 1.312 0.280 0.686 0.088
H 1.0321 -2.0675 -1.7287 0.500 -0.451 0.426 0.049
H -1.1326 1.4266 0.4723 0.366 -0.503 -0.202 0.001
H 0.7960 -0.2800 2.9255 -0.778 -0.617 0.601 0.015
H 0.5151 1.3022 3.1454 0.399 -1.621 -0.636 0.066
H -2.0596 2.3516 1.0783 -1.448 1.861 -0.197 0.004
H 2.2614 -1.0370 -2.6131 0.218 -0.228 -0.175 0.052
```
Positions in Å, forces in eV/Å.

## Properties
- total charge = 0
- total energy (eV) = -11932.4189
- HOMO energy (eV) = -10.11
- frontier orbital gap (eV) = 10.68
- LUMO level (Eh) = 0.021
- SMILES = CC(N)=O.O.O.O



(2)
The following is a DFT calculation (ωB97M-V with the def2-TZVPD basis set) of a molecular structure, C40H30BCoF2N7O8Se2 in a non-equilibrium geometry.

The geometry in XYZ format:
```
91
Properties=species:S:1:pos:R:3:forces:R:3:mulliken_spin:R:1
Se 0.4838 3.4715 -2.4273 -0.011 -0.163 -0.091 0.001
Se 0.7907 1.5592 -3.6908 -0.160 0.012 -0.024 0.001
Co 0.7606 -0.1383 -0.3754 -0.158 -0.201 -0.511 1.019
F 3.3946 1.2398 2.7603 0.007 -0.075 0.001 0.000
F 2.8929 -0.8695 1.9625 0.011 0.070 0.038 -0.001
O 2.9680 -2.3966 -1.8017 -0.244 -0.949 -0.133 0.001
O 4.0529 -6.5593 -4.0982 -0.019 0.038 -0.037 0.000
O 1.5721 -2.4773 -0.0561 -0.121 0.130 0.248 0.013
O -1.7525 -3.2523 -0.9949 -0.024 0.001 -0.015 -0.001
O 3.0098 -8.3804 -3.6175 -0.037 0.002 -0.023 0.000
O -0.8305 -6.5817 0.8483 -0.032 0.068 0.043 0.000
O -0.1637 -8.4430 -0.0009 -0.009 -0.058 -0.029 0.000
O 0.4368 1.9207 2.9402 0.141 0.056 -0.004 0.000
N 3.2422 -7.1996 -3.4655 0.055 -0.036 0.113 0.000
N -0.1202 -7.2380 0.1169 0.066 0.009 -0.044 0.000
N -0.3740 -0.7380 1.0557 0.164 0.093 0.086 -0.004
N 1.5619 1.0193 1.0129 0.062 0.038 0.513 -0.063
N 2.2255 0.0846 -1.7062 0.038 0.002 0.032 -0.019
N -0.5048 -1.4295 -1.4190 0.044 -0.040 -0.089 -0.016
N -1.1431 1.7163 -0.9031 0.018 0.032 0.014 0.025
C -0.9270 -0.6199 -6.1510 0.003 0.010 0.026 0.000
C 3.4826 0.8460 -3.6059 0.113 -0.052 0.055 -0.004
C -2.7318 0.1402 -4.7578 0.024 0.009 0.004 0.001
C -1.2157 -1.7536 0.8307 0.027 0.000 -0.042 0.011
C 0.9178 0.7215 2.3789 -0.344 0.064 -0.175 0.001
C -0.4131 -1.3462 -5.0833 0.004 -0.007 -0.005 0.001
C 1.5713 -7.2086 -1.6660 0.025 0.007 0.005 0.000
C -1.0564 -1.3314 -3.8541 -0.015 0.005 0.043 0.001
C -0.8971 -0.7885 3.3535 0.006 -0.049 0.006 0.000
C -1.1704 -2.1315 -0.5872 -0.046 -0.011 0.065 0.014
C -2.2740 1.3899 -0.2753 -0.053 -0.040 0.018 0.007
C 4.6585 0.2723 -3.0687 -0.011 0.060 -0.085 0.001
C -1.4227 -3.3729 -2.4042 -0.034 -0.031 -0.018 -0.001
C 2.7172 -5.1395 -2.2172 -0.004 0.042 0.000 -0.002
C -0.5229 -2.1505 -2.7075 0.039 0.050 0.022 0.007
C -1.1006 2.9100 -1.4915 -0.090 0.015 -0.009 0.007
C -1.9597 -2.3256 1.8309 -0.024 -0.033 0.009 0.006
C 2.3255 0.7450 -2.8825 -0.003 -0.025 -0.003 -0.019
C 1.1899 2.9757 2.3529 -0.037 -0.086 -0.057 -0.001
C -2.2241 -0.5937 -3.6989 -0.020 0.068 -0.011 -0.005
C -2.1574 3.8156 -1.4525 -0.019 -0.008 0.020 0.000
C 4.5859 -0.4309 -1.9158 -0.070 -0.108 0.018 -0.003
C 2.7101 3.1760 0.3412 -0.025 0.035 -0.017 0.004
C 2.6250 4.5458 0.0970 0.063 0.045 -0.030 0.000
C 3.8865 2.5160 0.0295 0.030 -0.023 0.017 -0.002
C 1.0703 -5.1629 -0.4659 -0.017 -0.020 0.070 0.001
C -2.0831 0.1275 -5.9876 0.031 0.011 -0.001 0.000
C -3.3779 2.2199 -0.1782 0.014 0.008 -0.019 0.001
C -0.1573 -0.2807 2.2809 0.129 0.014 0.041 0.004
C 2.1950 -2.9953 -0.9842 0.210 0.077 -0.303 -0.003
C 1.5001 2.4906 0.9194 0.025 0.026 0.016 -0.002
C 4.8582 4.5607 -0.7903 -0.011 -0.012 0.008 0.000
C -3.3122 3.4687 -0.7739 0.032 0.009 0.015 -0.001
C 2.0016 -4.4754 -1.2307 -0.014 -0.037 0.038 0.009
C 0.8765 -6.5097 -0.6988 -0.055 -0.048 0.003 0.000
C 2.4846 -6.4880 -2.4107 -0.003 -0.051 -0.076 0.000
C 3.6897 5.2356 -0.4593 -0.008 0.016 0.014 0.000
C -1.8019 -1.8021 3.1192 -0.004 0.005 0.014 -0.002
C 4.9512 3.2003 -0.5426 0.002 0.017 -0.002 0.000
C 3.3053 -0.6516 -1.3089 0.295 1.288 0.397 0.002
B 2.4604 0.4180 2.1805 0.040 -0.067 -0.080 0.023
H 1.7075 5.0802 0.3259 0.007 -0.037 0.006 0.000
H -0.7278 -0.3947 4.3456 -0.009 -0.003 -0.006 0.000
H 3.9818 1.4623 0.2428 -0.005 -0.028 -0.046 0.000
H -0.9264 -4.3297 -2.5489 0.027 -0.012 0.015 0.000
H 5.8554 2.6593 -0.7925 0.005 0.014 0.003 0.000
H 0.5677 3.8693 2.3602 0.003 0.008 -0.003 0.000
H 0.5013 -2.4571 -2.9314 0.007 0.016 -0.010 -0.001
H -2.0707 4.7640 -1.9642 0.004 0.003 -0.004 0.000
H 3.4375 -4.6068 -2.8206 0.008 0.003 0.007 0.000
H 3.5015 1.4183 -4.5202 -0.011 -0.008 0.000 0.000
H 0.5034 -1.9137 -5.2032 -0.006 0.004 0.006 0.000
H 1.4129 -8.2623 -1.8321 -0.010 -0.004 0.000 0.000
H -4.2573 1.8892 0.3571 0.007 0.008 -0.005 0.000
H -2.2995 0.4136 0.1916 -0.004 0.045 -0.035 -0.004
H 3.6036 6.2993 -0.6443 0.010 -0.008 0.001 0.000
H 5.6101 0.4328 -3.5612 -0.014 0.004 0.004 0.000
H 2.1112 3.1608 2.9040 0.006 -0.024 0.033 0.000
H -2.4764 0.7055 -6.8137 -0.003 -0.008 0.000 0.000
H 5.4606 -0.8574 -1.4439 -0.026 -0.007 -0.007 0.000
H 0.6479 2.7361 0.2878 0.006 0.033 0.059 -0.004
H -4.1452 4.1581 -0.7218 -0.005 -0.017 -0.009 0.000
H 5.6882 5.0953 -1.2346 -0.002 -0.009 -0.001 0.000
H -2.3536 -3.3486 -2.9664 -0.010 -0.008 -0.001 0.000
H -0.4147 -0.6288 -7.1042 -0.005 0.001 0.002 0.000
H -2.3762 -2.2163 3.9374 0.009 0.008 -0.001 0.000
H -2.7239 -0.5659 -2.7364 0.019 -0.007 0.001 -0.001
H 3.3034 -0.8913 -0.2534 -0.046 -0.184 -0.054 -0.002
H -3.6309 0.7287 -4.6250 0.002 -0.005 -0.002 0.000
H 0.5129 -4.6526 0.3070 0.029 0.015 -0.021 -0.001
H -2.6243 -3.1519 1.6232 0.007 0.004 -0.008 0.000
```
Positions in Å, forces in eV/Å.

## Properties
- total charge = 0
- total energy (eV) = -243208.1286
- spin multiplicity = 2
- HOMO energy (alpha / beta) (eV) = -7.92 / -7.91
- frontier orbital gap (alpha / beta) (eV) = 7.01 / 6.99
- LUMO level (alpha / beta) (Eh) = -0.033 / -0.033



(3)
The following is a DFT calculation (ωB97M-V with the def2-TZVPD basis set) of a single C5H6O2 molecule.

The geometry in XYZ format:
```
13
Properties=species:S:1:pos:R:3:forces:R:3:lowdin_charge:R:1
O 0.8645 -0.5592 -0.8661 0.099 0.148 -0.090 -0.002
O 2.2454 -0.0819 0.8591 0.113 -0.164 -0.553 0.073
C -0.4324 1.3434 -0.0960 -0.036 0.164 0.518 -0.057
C -0.2386 -0.1224 -0.0425 -0.185 -0.168 0.121 -0.376
C 2.0675 -0.4394 -0.2761 0.133 0.192 0.468 -0.322
C -0.4608 2.4490 0.3823 0.193 -0.519 0.112 0.124
C -1.4383 -1.0455 -0.2537 -0.059 -0.039 0.088 -0.025
H 2.8818 -0.7090 -0.9691 -0.322 -0.030 0.049 0.150
H -1.8031 -1.1787 -1.2806 0.351 0.410 0.164 0.087
H 0.0980 -0.2060 0.9962 -0.147 -0.400 -0.136 0.138
H -0.3364 3.2665 1.0618 -0.244 0.242 -0.577 0.039
H -2.2622 -0.6757 0.3609 0.030 0.014 -0.105 0.086
H -1.1854 -2.0413 0.1238 0.074 0.149 -0.061 0.084
```
Positions in Å, forces in eV/Å.

## Properties
- total charge = 0
- total energy (eV) = -9374.7358
- HOMO energy (eV) = -10.22
- frontier orbital gap (eV) = 11.12
- LUMO level (Eh) = 0.033
- SMILES = C#C[C@@H](C)OC=O



(4)
The following is a DFT calculation (ωB97M-V with the def2-TZVPD basis set) of 5 unconnected molecules or ions with the total composition C19H25F12NO12 in a non-equilibrium geometry.

The geometry in XYZ format:
```
69
Properties=species:S:1:pos:R:3:forces:R:3:lowdin_charge:R:1
F -8.1087 -0.1981 0.7593 -0.126 -0.023 -0.125 0.179
F -2.6097 -1.3851 7.9307 0.106 0.131 -0.002 0.178
F -0.1542 -0.1256 -1.3075 0.070 -0.118 0.079 0.156
F 5.6421 6.6051 -0.8076 0.127 0.060 -0.029 0.180
F -6.5663 0.4387 2.1190 0.075 0.075 0.085 0.175
F 0.5992 1.5500 -2.4332 -0.011 0.170 -0.062 0.182
F -4.3763 -2.1175 8.9322 -0.115 0.007 0.107 0.169
F 3.5873 6.1346 -0.3721 -0.189 -0.005 0.020 0.181
F 5.1391 4.7224 0.1366 0.230 0.053 -0.046 0.146
F 1.9340 -0.0392 -1.8363 0.049 0.135 0.132 0.153
F -3.0331 -3.4998 7.9489 0.051 -0.120 0.015 0.170
F -7.0613 -1.6599 1.9553 -0.010 -0.145 0.052 0.156
O -6.1640 -0.8093 -1.0031 -0.207 -0.005 -0.188 0.174
O 5.7862 4.6901 -2.6462 0.087 0.010 0.122 0.038
O 3.3463 -3.7107 -1.4212 0.151 0.919 -1.181 0.129
O 0.3865 1.4917 0.7665 -0.275 -0.083 0.080 0.178
O 3.5345 4.6881 -2.6376 -0.289 -0.004 0.035 0.177
O -4.6770 -0.7529 0.6869 -0.035 -0.042 0.143 0.036
O 1.0018 -5.1313 -3.0777 0.978 0.390 -1.059 0.110
O 4.7611 -2.8662 -2.9080 -0.018 -0.257 -0.078 0.132
O 2.3394 2.0357 -0.2146 0.040 0.010 -0.137 0.042
O -5.1661 -3.1804 6.4048 -0.006 -0.058 0.136 0.035
O -4.3272 -1.1598 5.8741 0.114 0.249 -0.044 0.176
O 2.5268 -5.5211 -4.6966 0.130 0.243 0.006 0.123
N 2.5085 -2.4447 -3.1983 0.144 0.064 -0.448 0.053
C 2.7395 2.8145 0.9357 0.275 0.284 0.397 -0.181
C 3.5185 -3.0659 -2.4343 0.120 -0.765 1.658 -0.571
C 3.2657 1.9281 2.0437 -0.101 -0.270 -0.103 -0.049
C 1.9394 -3.2535 -4.2705 0.247 -0.074 -0.269 -0.093
C 5.5561 4.9898 -5.0587 -0.108 0.222 0.145 -0.058
C 0.8817 0.6979 -1.4478 -0.055 -0.207 -0.221 -0.536
C -3.5834 -0.9530 -0.2318 0.519 -0.048 -0.261 -0.184
C 5.8067 4.0215 -3.9232 0.119 -0.209 -0.490 -0.192
C -3.5805 -2.2851 7.8706 0.132 -0.004 0.056 -0.560
C 4.7416 5.6258 -0.7775 0.006 0.202 0.182 -0.555
C -5.2521 -3.5321 3.9892 0.323 -0.002 0.079 -0.058
C -4.3914 -2.1217 6.5757 -0.260 -0.183 -0.155 -0.408
C -6.0158 -3.1605 5.2407 -0.336 -0.095 -0.428 -0.190
C 1.7673 -4.7234 -3.9312 -1.196 -0.401 1.121 -0.505
C -6.9263 -0.5187 1.2643 -0.163 0.177 0.122 -0.555
C 4.5898 4.9498 -2.1484 0.217 -0.156 -0.219 -0.409
C -3.2009 0.3329 -0.9295 -0.509 0.260 0.120 -0.054
C -5.8837 -0.7016 0.1513 0.356 -0.065 -0.014 -0.409
C 1.1612 1.4497 -0.1391 0.273 0.221 0.136 -0.408
H 4.5570 5.4189 -4.9977 -0.039 -0.079 -0.016 0.078
H 6.2722 5.8110 -5.0233 0.073 -0.058 -0.040 0.085
H 0.9501 -2.8854 -4.4950 -0.289 0.220 0.008 0.134
H 3.5227 3.4758 0.5753 -0.216 -0.243 -0.081 0.094
H 1.9076 3.4310 1.2737 -0.135 -0.131 -0.082 0.133
H 2.3832 -6.4255 -4.3947 -0.080 -0.275 0.067 0.130
H -4.0143 0.6993 -1.5556 -0.024 -0.083 -0.024 0.081
H -2.7575 -1.3116 0.3784 -0.102 0.020 0.160 0.127
H 4.7181 -2.2504 -3.6449 -0.076 0.151 -0.152 0.115
H 2.4887 1.2676 2.4262 -0.043 0.068 0.035 0.079
H 1.8111 -2.0301 -2.6123 -0.298 -0.286 0.372 0.102
H 3.6344 2.5380 2.8673 0.011 0.043 -0.020 0.086
H -4.4789 -2.7975 3.7673 -0.072 0.077 -0.025 0.079
H -5.9278 -3.5862 3.1384 -0.045 -0.010 0.017 0.069
H 6.8014 3.5900 -4.0039 0.050 0.067 0.165 0.125
H 4.0803 1.3026 1.6769 0.064 0.079 0.010 0.086
H 5.0869 3.2041 -3.9217 -0.116 0.088 0.107 0.126
H -2.9730 1.1087 -0.1977 0.125 -0.055 0.016 0.090
H -6.4923 -2.1856 5.1471 0.146 0.090 0.060 0.125
H -4.7620 -4.4985 4.1128 -0.092 -0.048 0.007 0.085
H -2.3350 0.1761 -1.5568 0.093 -0.060 -0.078 0.058
H 5.6534 4.4794 -6.0158 0.026 -0.035 0.007 0.084
H 2.5239 -3.1496 -5.1774 0.217 -0.087 -0.144 0.120
H -3.8380 -1.7391 -0.9415 -0.183 0.044 0.000 0.128
H -6.7946 -3.8924 5.4415 0.075 -0.045 0.169 0.126
```
Positions in Å, forces in eV/Å.

## Properties
- total charge = 0
- total energy (eV) = -78780.3101
- HOMO energy (eV) = -10.01
- frontier orbital gap (eV) = 10.14
- LUMO level (Eh) = 0.005
- SMILES = CCOC(=O)C(F)(F)F.CCOC(=O)C(F)(F)F.CCOC(=O)C(F)(F)F.CCOC(=O)C(F)(F)F.O=C(O)CNC(=O)O